(1)
Formula: C30H47F4KN6O
Source: OMol25
Level of theory: ωB97M-V with the def2-TZVPD basis set

Last column: Löwdin charge in e.
CARTESIAN COORDINATES (ANGSTROEM)
1 O -1.98677 1.52675 1.62331  0.007
2 C 2.98873 -1.38122 1.89878  -0.067
3 H 1.43267 0.16697 -4.24169  0.098
4 H -2.32355 2.78412 -2.32767  0.114
5 H -1.47831 2.17037 -0.29157  0.025
6 C -0.26144 -1.06458 3.51183  -0.199
7 C -6.74579 1.26815 1.74455  -0.068
8 H 2.58162 -1.04160 -0.93077  0.087
9 C 3.29739 1.47488 -0.75554  -0.211
10 H 1.33243 -2.27127 -2.39646  0.123
11 F -2.50845 -6.67152 0.65271  0.070
12 C -5.65762 1.41967 -0.39655  -0.059
13 N -0.80261 2.66203 -0.85637  -0.083
14 H -3.60769 2.39693 4.17521  0.091
15 H -0.95321 4.74395 -0.49046  0.112
16 H -3.52293 1.57624 -0.35624  0.098
17 H 4.00680 0.91439 -0.12845  0.107
18 H 3.86156 0.35313 -2.50654  0.122
19 H -0.93973 3.80814 -2.59232  0.117
20 N -1.10509 -2.12688 1.51076  -0.052
21 C -2.93279 1.63618 3.78336  -0.002
22 H -1.88874 0.32729 -2.56062  0.102
23 H 1.37820 4.11751 -1.41404  0.111
24 C -4.42730 1.49718 0.23075  -0.004
25 N 0.92998 -0.46352 2.89954  -0.180
26 H 2.74433 -0.78474 3.95722  0.111
27 H 2.78473 -1.72581 -3.23396  0.113
28 H -0.10705 -1.21544 4.59329  0.122
29 H 3.06654 3.72661 0.45979  0.111
30 N 2.10832 -0.49797 -1.64593  -0.098
31 H 1.73590 3.28984 1.50085  0.106
32 C 0.99529 -0.77570 -3.90187  -0.177
33 H 1.29535 5.21140 -0.04803  0.109
34 H 0.29330 1.51489 2.75734  0.093
35 H -1.51142 -2.77000 3.50558  0.118
36 C 2.06324 3.28219 0.45509  -0.222
37 C -3.00992 1.54293 2.28441  -0.354
38 H 0.10478 -3.11448 2.96607  0.103
39 H 1.27004 2.34512 4.89547  0.075
40 C -4.34703 1.46938 1.62010  -0.142
41 H -3.33754 -5.77699 -1.67330  0.120
42 H 3.91352 -1.93155 2.08278  0.079
43 C 1.08784 0.94675 3.25239  -0.266
44 F -3.17024 -3.27440 -2.55480  0.061
45 C -1.22569 2.81282 -2.23909  -0.208
46 H -1.07551 -0.34402 3.40173  0.092
47 N 2.12904 1.90570 -0.01166  -0.059
48 H -0.92169 -1.55657 -3.30652  0.110
49 H 1.85849 0.73217 5.28677  0.069
50 H -5.46352 1.32348 3.45311  0.108
51 C -5.51147 1.35464 2.37328  -0.025
52 F -2.06719 -1.51614 -0.93173  -0.060
53 H 3.84170 2.36212 -1.08967  0.118
54 H 1.86665 -2.22295 3.51863  0.109
55 H -1.90746 1.85244 4.06999  0.072
56 H 0.47046 1.93361 -3.17947  0.095
57 F -1.38020 -4.97400 2.29405  0.049
58 H -7.64683 1.16986 2.33495  0.106
59 H 2.41980 -1.91736 1.13512  0.071
60 H 0.12963 1.04270 5.21183  0.059
61 C -1.65055 -3.10895 0.79817  -0.228
62 K -0.26132 -0.13625 -0.01840  0.722
63 C -2.88816 -5.05364 -1.01234  0.024
64 N -0.89212 0.42785 -2.72883  -0.108
65 H -0.57978 3.73720 0.89456  0.111
66 C 1.11976 4.17264 -0.35007  -0.174
67 H 3.26505 -0.40238 1.49773  0.048
68 H -0.96738 -0.43616 -4.66154  0.115
69 H 2.03275 1.29012 2.81742  0.104
70 C 1.84014 -1.38294 -2.78417  -0.214
71 H 2.37584 1.29113 -2.66587  0.093
72 C -1.82610 -4.48918 1.10401  -0.144
73 C -0.61090 1.78238 -3.17473  -0.219
74 C -0.70340 -2.37461 2.87230  -0.257
75 C 2.93769 0.65242 -1.98352  -0.219
76 H -3.22506 0.67848 4.22206  0.104
77 C -0.36539 3.87041 -0.17082  -0.225
78 C -6.81752 1.30489 0.36089  -0.071
79 H 1.87420 1.24708 0.70749  0.037
80 C -2.41086 -5.39039 0.24051  -0.239
81 H -7.77934 1.24029 -0.13115  0.107
82 H -0.96696 1.96580 -4.20286  0.121
83 H 1.10124 -1.44743 -4.75938  0.115
84 H -5.71399 1.44293 -1.47682  0.108
85 C 1.08626 1.27959 4.74381  -0.078
86 C -2.15824 -2.81604 -0.50401  -0.161
87 C -2.73515 -3.71971 -1.35359  -0.243
88 C 2.14898 -1.23624 3.15206  -0.242
89 C -0.50446 -0.61700 -3.67851  -0.214

HOMO-LUMO gap in Ha: 0.215
Net charge: 0
E_LUMO in eV: -0.13
HOMO energy in eV: -6.0
ΔE to the lowest compared entry with this formula, charge and spin in kcal per mole: 15.8

(2)
Formula: C30H48AgN4
Source: OMol25
Level of theory: ωB97M-V with the def2-TZVPD basis set

Last column: Löwdin charge in e.
CARTESIAN COORDINATES (ANGSTROEM)
1 H -0.60047 -1.40431 4.49247  0.086
2 H 2.86563 4.53652 0.06621  0.069
3 C -5.34623 -0.68104 -0.99689  -0.125
4 H 0.25410 0.11971 4.80035  0.073
5 C 3.23213 -2.92406 -3.15964  -0.078
6 C 3.37531 3.73848 -0.48394  -0.076
7 H -2.87262 2.48867 -3.42718  0.080
8 C 3.02197 0.13662 -1.16731  -0.209
9 H -3.36644 2.83816 0.85116  0.069
10 C -2.44413 2.90957 -2.51269  -0.080
11 H -1.42286 2.55117 -2.43938  0.043
12 H -1.02027 -2.08100 -0.80718  0.103
13 H 3.79610 -3.04043 0.26110  0.079
14 H 4.82509 -3.64988 -1.03922  0.064
15 C -0.73262 -0.35061 4.75173  -0.054
16 C -4.37043 -1.66474 -0.98402  -0.080
17 H -1.18183 -0.28620 5.74786  0.082
18 H 3.02432 3.75421 -1.51810  0.081
19 H -1.34041 -4.37846 -1.65382  0.071
20 N 0.14644 0.59256 2.06653  -0.015
21 Ag 0.16340 1.54552 -0.20804  0.716
22 C 0.90716 -0.42293 -2.22067  -0.232
23 C -2.07032 -3.58915 -1.86594  -0.075
24 N -1.26601 0.33087 -1.39644  -0.085
25 H 2.89544 3.15565 2.17831  0.069
26 H 3.22574 -4.35801 -0.78267  0.070
27 H -4.67262 -2.70292 -0.87032  0.098
28 H -3.21930 -3.55105 0.70573  0.067
29 H 4.51634 2.54550 1.79566  0.071
30 H -3.49107 -0.13351 4.74053  0.082
31 H 0.44964 1.30275 2.72297  0.057
32 C 3.77948 1.21975 -0.57603  -0.151
33 H 2.02052 2.21252 0.09178  0.033
34 C -3.58685 1.00143 -1.18713  -0.151
35 C 3.79493 -1.01710 -1.54789  -0.144
36 C -1.63582 0.32496 3.72673  -0.649
37 H 2.12082 -2.32949 -1.43581  0.106
38 C 5.18246 -0.93569 -1.61204  -0.090
39 C -2.69753 3.05101 0.01274  -0.087
40 H 1.38654 -0.90872 -3.06093  0.076
41 H -3.06220 -4.05182 -1.91379  0.067
42 H -2.40373 2.30734 3.29360  0.075
43 H -1.74154 2.57021 0.22868  0.005
44 H 4.44426 3.96528 -0.48958  0.066
45 H -1.77144 0.43575 1.68295  0.088
46 H -2.53668 4.13193 -0.04348  0.073
47 H -2.14467 1.99908 5.02387  0.082
48 H -2.95579 -1.37959 3.58492  0.079
49 C -3.27885 2.49282 -1.29290  -0.381
50 C 5.16220 1.23051 -0.64505  -0.090
51 H 0.82670 -0.15235 2.05605  0.084
52 H 6.97365 0.21840 -1.26453  0.077
53 C -3.01266 -1.36665 -1.05515  -0.138
54 H -4.24924 2.97652 -1.41558  0.111
55 C -2.22346 -3.10690 0.60245  -0.071
56 H -2.43809 4.00218 -2.60827  0.068
57 C 5.89285 0.18429 -1.20575  -0.128
58 C -1.74164 1.82716 4.02082  -0.046
59 C 3.44638 2.37205 1.64273  -0.082
60 H 4.27636 -3.03673 -3.46774  0.069
61 H 2.75496 -2.23510 -3.85900  0.062
62 H -6.39873 -0.93214 -0.93549  0.081
63 H -0.76507 2.32381 3.97147  0.070
64 H -1.48185 -3.89311 0.79015  0.072
65 H 5.70272 2.08168 -0.23386  0.097
66 C 3.10195 2.37413 0.15089  -0.416
67 H 2.74460 -3.90173 -3.25142  0.072
68 C 3.16365 -2.39977 -1.71973  -0.393
69 H -3.66731 0.13036 2.99454  0.087
70 H 5.73918 -1.81001 -1.94127  0.097
71 C -2.57824 -0.01362 -1.22645  -0.222
72 C -3.02302 -0.30406 3.76744  -0.047
73 C -4.92669 0.64371 -1.07136  -0.081
74 N 1.68165 0.24958 -1.27282  -0.056
75 H 3.20519 1.40224 2.09098  0.072
76 C -2.01943 -2.49989 -0.79298  -0.384
77 C 3.79187 -3.42002 -0.76336  -0.084
78 C -0.44669 -0.40095 -2.24863  -0.248
79 H -5.67274 1.43402 -1.07338  0.096
80 N -1.13190 0.05775 2.37477  -0.065
81 H -0.93086 -0.93919 -3.06505  0.098
82 H -2.10575 -2.34048 1.37317  0.050
83 H -1.84564 -3.17299 -2.85142  0.069

HOMO-LUMO gap in Ha: 0.168
Net charge: -1
E_LUMO in eV: 2.40
HOMO energy in eV: -2.2
ΔE to the lowest compared entry with this formula, charge and spin in kcal per mole: 5.0

(3)
Formula: C30H48AlBBeBr2Cl6F5KN4O14S2
Source: OMol25
Level of theory: ωB97M-V with the def2-TZVPD basis set

Last column: Löwdin charge in e.
CARTESIAN COORDINATES (ANGSTROEM)
1 C 3.58335 2.14709 -1.87609  -0.099
2 Cl 6.20306 7.63114 -4.35172  0.566
3 H -0.80057 -3.48269 5.16652  0.126
4 H 5.60328 1.18158 -5.45889  0.075
5 H 4.84134 0.47630 5.96150  0.024
6 H 1.62977 2.09153 -3.68637  0.096
7 C 4.23050 1.42100 -3.04051  -0.252
8 H -5.70042 2.13640 3.02807  0.096
9 C 0.52481 -1.35573 -0.52987  -0.293
10 C 2.76154 2.96535 -5.27811  -0.220
11 F 1.80300 6.59996 2.29793  0.168
12 O 6.03478 2.23198 -8.49597  0.196
13 H 2.87359 1.51408 -1.33055  -0.005
14 F -2.17312 -5.79415 3.41150  0.136
15 Br 3.24774 4.07603 -7.82122  0.197
16 H -0.28897 -3.42124 -0.97581  0.117
17 H 5.39750 -0.26738 -6.44149  -0.004
18 F -0.12483 7.07703 3.41246  0.180
19 C -0.00165 -3.34183 1.26923  -0.267
20 H -2.65880 6.04991 -1.65105  0.130
21 H 1.45585 -1.19670 -1.10330  0.093
22 H 4.38534 -0.85723 -4.35170  0.030
23 H -5.06299 1.85386 1.35815  0.095
24 H -3.52905 -1.65861 -0.36215  0.127
25 C 2.26165 1.74185 -4.51115  -0.219
26 O 5.50448 2.36763 -10.47201  0.300
27 H -0.07030 -5.35119 2.26634  0.073
28 H 0.83002 -2.91703 1.86253  0.142
29 C 0.51953 -1.99053 4.24386  -0.141
30 Al -0.80545 -0.65870 1.23491  0.752
31 O -4.10199 -4.06790 -0.24479  -0.134
32 H 4.91704 2.11750 -3.54225  0.106
33 H 1.34892 -5.01367 1.24322  0.109
34 N -2.59857 -1.94139 -0.04623  0.134
35 C -0.42752 -3.15336 4.18816  -0.150
36 F -4.33035 -6.27613 3.38565  0.167
37 C 0.25586 -4.89470 1.32421  -0.012
38 C -4.22768 0.58036 2.98379  -0.403
39 H 4.34949 2.47102 -1.17097  0.086
40 C -3.52399 -0.41930 2.01311  -0.168
41 Be 0.47550 1.30275 -0.46890  0.686
42 H -6.87653 -3.94078 1.10830  0.098
43 H 1.36815 -3.34474 -0.42007  0.128
44 C -1.49092 -2.89755 3.15417  -0.246
45 Br -2.58746 -1.27875 5.03507  1.128
46 H -0.17888 -5.39964 0.44547  0.093
47 C -0.56164 4.60605 1.38975  -0.402
48 O -3.16265 -3.88849 5.90959  -0.307
49 H -2.18706 -4.57475 0.21807  0.127
50 H -6.27422 0.74250 2.12660  0.069
51 H 3.09332 2.69234 -6.31772  -0.125
52 Cl 5.79384 5.00658 -5.51649  0.517
53 B 0.53703 6.15099 2.63285  -1.020
54 F -3.22425 -6.39936 5.17057  0.185
55 H -2.42625 -0.19451 1.97027  -0.045
56 O 0.62514 4.83553 3.34543  0.257
57 H -3.12815 1.60214 4.58425  0.067
58 O 6.81233 3.93027 -9.65658  0.260
59 C 4.85554 0.53592 -5.93517  -0.204
60 S -5.49739 -2.22663 2.01931  0.676
61 O -0.12561 2.77783 2.91495  0.066
62 H -3.93614 -0.13720 1.02922  0.121
63 H 4.34350 1.10015 -6.70912  0.080
64 H -3.57967 2.68112 3.21693  0.087
65 N -4.47406 -5.40875 -0.57577  0.020
66 C -5.38915 1.37376 2.29412  -0.060
67 Cl 4.92708 -1.59722 7.04313  0.561
68 C 3.86563 -0.06662 -4.91864  -0.292
69 H 7.20392 5.60983 -3.74038  0.012
70 S -3.76599 -3.95837 4.60966  0.709
71 O -5.86902 -1.57814 0.78005  -0.271
72 H 1.41774 0.07080 3.96983  0.017
73 C -3.34620 -5.68864 4.05986  -0.640
74 H -5.40601 -4.70801 1.71769  0.030
75 C -2.68763 -2.64586 1.23474  -0.369
76 C 6.20665 5.89982 -4.04847  -1.533
77 C -1.81883 5.47072 -2.09392  -0.221
78 C -3.05456 -4.10449 0.72365  -0.121
79 H 4.84912 0.61082 -2.62947  0.115
80 H -3.34555 -4.79409 1.53483  0.106
81 H -2.30154 4.51418 -2.39430  0.110
82 O -1.20026 4.03871 0.51406  0.045
83 C 0.36401 -2.92768 -0.23403  -0.138
84 C -3.68961 -2.00739 2.30691  -0.287
85 N -1.35025 -2.93825 1.84990  0.026
86 H -4.66993 0.13672 3.88380  0.092
87 Cl 5.08290 5.49119 -2.73914  0.526
88 H -0.33721 -0.95742 -1.08544  0.031
89 H -2.22003 -2.54237 -0.77157  0.102
90 N 3.26550 0.83511 -3.96252  -0.181
91 K 6.24427 -1.02699 -5.02002  1.055
92 Cl 3.26261 -0.82369 4.78836  0.642
93 H 0.18338 -3.99803 3.80599  0.127
94 H -1.28296 5.13432 -1.13711  0.148
95 O -6.27321 -1.61353 3.05843  -0.250
96 C 4.81084 -0.55537 5.63072  -1.486
97 H 3.58310 3.47182 -4.77167  0.020
98 C -0.00587 3.94919 2.63591  -0.421
99 C -3.20295 1.68401 3.48833  -0.065
100 H -2.19635 1.55356 3.06169  0.039
101 C -6.13069 -3.91180 1.92178  -0.107
102 C 6.15584 2.90490 -9.54755  -0.947
103 O -1.08845 6.06155 -2.96813  0.089
104 O -5.16009 -3.76479 4.84187  -0.203
105 H 3.05090 3.03839 -2.20979  0.067
106 H -6.67799 -4.19383 2.83513  0.086
107 H 1.95439 3.68802 -5.38156  0.066
108 Cl 6.16635 -0.82896 4.53451  0.535
109 O -0.25405 5.86062 1.38518  0.259
110 C 0.89763 -0.83765 4.22410  -0.063
111 H 0.71234 -0.88563 0.48662  -0.096
112 O -5.48894 -5.38099 -1.12605  0.147
113 H 1.57565 1.17710 -5.14933  0.124
114 H 3.07792 -0.59113 -5.46568  0.135
115 C -2.97406 -2.59337 3.59404  -0.543

HOMO-LUMO gap in Ha: 0.072
Net charge: +2
E_LUMO in eV: -8.68
HOMO energy in eV: -10.6